A structure of composition C37H96O19V2, computed with ωB97M-V/def2-TZVPD.

Geometry (Å):
O 2.6652 -0.0834 3.0326
V 1.3173 -0.6050 2.3752
O 1.0352 -2.0629 3.0025
O -3.1519 -0.2854 0.9799
V -2.3414 -1.0208 -0.2136
O -3.2879 -1.1555 -1.5229
C -0.0393 0.2879 0.2730
O -0.3270 -0.7489 0.8656
O -0.8497 0.6309 -0.5878
O 1.0390 0.7903 0.6881
C -3.6192 2.2668 -1.8650
C -2.9649 1.8479 -3.2028
C -3.5102 2.7333 -4.3255
O -1.5653 1.9453 -3.1193
H -4.6968 2.3440 -2.0100
H -3.2259 3.1210 -1.3139
H -3.3939 1.4619 -1.1653
H -3.1541 0.7868 -3.3653
H -3.1663 3.7665 -4.2774
H -4.5980 2.7749 -4.3803
H -3.1719 2.3077 -5.2702
H -1.3057 1.5921 -2.2652
C 4.4285 -3.7233 -0.1935
C 3.2340 -3.5257 0.7164
C 3.3387 -4.1709 2.0859
O 3.0272 -2.1511 0.9143
H 4.7421 -4.7649 -0.1236
H 5.2423 -3.0299 0.0190
H 4.1266 -3.5730 -1.2300
H 2.3361 -3.9544 0.2712
H 3.6679 -5.1890 1.8780
H 2.4134 -4.2175 2.6601
H 4.1083 -3.7622 2.7407
H 3.0217 -1.6905 0.0720
C -1.1047 -5.0142 2.8680
C -0.5791 -5.2389 1.4340
C 0.1756 -6.5784 1.1876
O -1.6562 -5.2045 0.5398
H -0.3481 -5.1866 3.6334
H -1.9707 -5.6348 3.0978
H -1.3503 -3.9806 3.1120
H 0.0327 -4.3976 1.1085
H 0.7226 -6.5202 0.2466
H -0.4857 -7.4344 1.0534
H 0.9301 -6.8310 1.9325
H -2.2764 -5.8977 0.7772
C -0.8750 -1.6635 -3.2913
C -0.7652 -2.9734 -2.5591
C 0.7029 -3.3256 -2.3986
O -1.0946 -2.8164 -1.1818
H -0.4291 -1.7616 -4.2811
H -0.2660 -0.9014 -2.8050
H -1.8835 -1.3385 -3.5469
H -1.4224 -3.6420 -3.1152
H 1.0946 -3.4048 -3.4127
H 0.7946 -4.3082 -1.9359
H 1.2633 -2.5915 -1.8196
H -1.0304 -3.6897 -0.7882
C -5.5697 -2.2177 1.0888
C -4.5893 -3.4119 0.9086
C -4.9109 -4.1633 -0.3751
O -3.2022 -3.0314 0.8591
H -5.4289 -1.5579 0.2326
H -5.3659 -1.6396 1.9901
H -6.5914 -2.5945 1.1358
H -4.8021 -4.0234 1.7855
H -5.9866 -4.2428 -0.5315
H -4.5044 -5.1745 -0.3541
H -4.5150 -3.6923 -1.2749
H -2.7819 -3.8903 0.7745
C 7.1218 -1.1386 1.8819
C 6.1323 -0.4174 0.9466
C 6.3641 1.1323 0.9980
O 6.3616 -0.6725 -0.3970
H 7.0042 -2.2206 1.8221
H 6.9267 -0.8209 2.9062
H 8.1833 -0.9675 1.7033
H 5.1146 -0.7735 1.1063
H 6.1363 1.4702 2.0090
H 5.7902 1.7391 0.2976
H 7.4042 1.4236 0.8515
H 5.6860 -0.3025 -0.9701
C 3.6092 3.4860 1.9846
C 4.6706 4.2098 1.1418
C 4.3475 4.1904 -0.3381
O 4.7430 5.5036 1.5301
H 3.4721 2.4545 1.6600
H 2.6145 3.9296 1.9407
H 3.9434 3.4186 3.0199
H 5.6286 3.7180 1.3104
H 4.4873 3.1970 -0.7643
H 5.0142 4.8251 -0.9220
H 3.3096 4.4052 -0.5923
H 5.0984 6.0453 0.8217
C -6.7763 1.6473 1.0496
C -6.3870 2.4633 2.3035
C -4.8888 2.6102 2.5756
O -6.9181 3.7594 2.2161
H -6.4617 0.6080 1.1445
H -6.2596 2.0727 0.1892
H -7.8378 1.7315 0.8168
H -6.8810 1.9728 3.1422
H -4.3474 3.1276 1.7836
H -4.4706 1.6107 2.6945
H -4.6717 3.1956 3.4690
H -6.5174 4.1481 1.4351
C -1.9021 1.1279 5.5463
C -1.2740 -0.1199 4.9921
C -2.2912 -1.1232 4.4379
O -0.3796 0.1300 3.8863
H -1.2130 1.8999 5.8887
H -2.5635 0.9595 6.3961
H -2.5169 1.6400 4.8061
H -0.7095 -0.6156 5.7818
H -2.9228 -1.5707 5.2053
H -1.7800 -1.9898 4.0187
H -2.8878 -0.7289 3.6153
H -0.7729 0.8979 3.4654
C 0.4085 3.6939 -7.2438
C 1.2128 2.9813 -6.1459
C 0.7942 1.5239 -5.9263
O 2.5696 2.9541 -6.5821
H 0.3691 3.1040 -8.1595
H 0.8908 4.6309 -7.5219
H -0.6139 3.9451 -6.9614
H 1.1478 3.4602 -5.1689
H -0.1265 1.5132 -5.3429
H 1.6020 0.9290 -5.5001
H 0.4818 1.0130 -6.8370
H 2.9942 3.7672 -6.2989
C -1.1554 3.7855 0.6931
C -0.6133 3.8139 2.1397
C -1.6909 4.1369 3.1496
O -0.1104 2.5546 2.5478
H -2.0285 3.1330 0.6800
H -0.3800 3.4963 -0.0163
H -1.5737 4.7744 0.5056
H 0.2086 4.5280 2.1906
H -2.3465 3.2699 3.2301
H -2.2900 5.0222 2.9362
H -1.2835 4.2622 4.1529
H 0.4551 2.2200 1.8480
C 3.2380 -0.7389 -3.0969
C 3.3194 0.5137 -2.2474
C 2.2143 1.5047 -2.5098
O 3.2272 0.1073 -0.9097
H 2.1754 -0.9632 -3.1909
H 3.7602 -1.6073 -2.6954
H 3.7280 -0.5053 -4.0421
H 4.2472 1.0317 -2.4902
H 2.5184 2.0691 -3.3913
H 2.1250 2.2294 -1.7005
H 1.2238 1.0681 -2.6376
H 2.4624 0.5208 -0.5025

Force components x, y, z for each atom (eV/Å):
-1.2072 -0.0924 -0.6248
-0.0538 -2.3035 1.9465
0.4122 1.6342 -0.8667
0.9966 -0.9968 -2.2124
-1.2182 0.5294 0.9077
1.1408 0.6834 1.9611
0.4232 0.0936 0.1178
-1.6425 -5.2601 2.6790
-2.0006 1.2855 -2.7692
2.0721 2.0794 0.0548
0.2676 -1.1906 0.1649
-0.7966 1.2778 0.9367
0.5214 -0.5971 -0.5992
0.6554 0.5939 -0.5458
-0.0140 0.0087 0.2640
0.1108 0.5281 -0.8312
-0.4899 -0.2068 0.1781
-0.7553 -0.0321 -0.2101
0.2397 -0.0691 0.2723
-0.0216 -0.2794 0.2968
0.0536 0.1900 -0.2420
0.2430 -0.1270 0.3253
-0.2603 -0.5047 -0.1737
-0.2625 -0.0358 0.7989
0.6773 -0.8190 -0.0290
-0.8031 1.4549 0.4107
0.3169 0.0352 -0.0160
0.0230 -0.1465 0.1836
0.0139 0.1510 -0.1165
-0.1600 -0.1754 -0.4062
-0.1365 -0.3151 0.2184
-0.0943 0.2562 -0.2784
0.0358 0.4141 -0.2051
0.2730 0.3847 -0.5240
0.7758 0.2494 0.2931
0.7535 -0.8159 1.2180
0.3439 0.5552 -0.0841
-1.1681 0.2617 -1.1406
0.2224 -0.5362 -0.1781
-0.0147 -0.1908 -0.1137
-0.3249 0.1477 -0.7098
0.3096 0.0209 0.3549
-0.0238 0.1943 -0.1445
-0.3193 0.0849 0.3481
-0.1980 0.1802 0.2429
-0.0788 -0.3509 -0.0782
0.1740 0.4765 -0.7687
1.2459 1.3510 0.1803
-0.0586 -1.1804 -1.8034
-1.8497 0.6976 0.8678
0.3131 -0.3430 -0.0619
-0.3833 0.2969 0.1957
-0.0152 0.1107 0.7056
0.2069 -0.7651 0.5179
0.6264 -0.0802 0.0628
0.1652 -0.0866 0.1368
-0.3132 0.0921 -0.0907
-0.1979 -0.1812 0.4105
1.2367 -0.1533 -0.4168
-1.5889 1.1105 -0.3742
-0.2771 -0.3848 -0.1352
-0.6185 1.0727 0.3822
-0.3072 0.1527 -0.0236
0.1147 -0.1111 0.0276
0.0733 -0.0312 -0.1092
0.5946 -0.4366 0.0883
-0.0472 -0.1200 0.1559
0.0207 -0.1623 0.0152
0.1573 0.3746 0.2118
1.1637 -0.2007 -0.2272
-0.3879 -0.1849 -0.3649
0.6223 2.1731 -0.2128
-0.4768 -0.3394 1.8232
1.4298 -2.0444 -2.1064
-0.2371 -0.0734 0.0544
-0.1480 -0.0664 0.0186
-0.0904 0.4302 -0.4130
-0.1450 0.5518 0.9525
-0.2347 0.3432 0.1280
-0.3282 -0.5018 -0.0548
0.1997 -0.5668 -0.2103
-0.2809 0.1371 0.4589
0.3792 -0.4077 -0.0857
-1.0058 -1.8836 -0.9448
-0.0841 -1.2567 -0.8065
0.0347 2.8443 1.4404
0.2190 -0.1218 -0.1769
0.1406 0.4295 -0.0345
-0.1320 0.1988 0.0752
0.1629 -0.2177 -0.0398
0.1544 -0.2737 0.0703
0.0240 0.2799 0.0878
-0.0754 0.4927 0.3406
0.0675 -0.0123 0.0550
0.7936 0.4990 0.1598
0.1231 -0.3030 -0.3331
-0.0930 -0.8508 0.0249
-0.7267 0.6124 0.0203
-0.1132 -0.0309 -0.0440
0.2169 -0.0525 -0.1813
-0.0477 -0.1306 0.3934
0.0748 0.1994 0.2890
-0.1818 -0.1457 -0.4067
0.3816 -0.0180 -0.0334
-0.4047 -0.1083 0.1800
-0.0390 0.2813 -0.1169
-0.2821 1.1317 -0.0696
-0.3832 -1.7020 -0.1344
0.0072 -0.5926 0.2373
0.5871 0.7295 -0.2168
0.4757 -0.2730 -0.0649
0.0380 -0.5178 -0.0436
-0.1413 -0.1592 -0.2775
0.2898 0.0352 -0.1403
-0.2780 0.4067 0.1767
0.3921 0.1591 -0.0793
-0.1090 0.3031 0.1406
0.2538 0.7761 -0.5739
-0.1735 0.2165 0.3044
-0.1453 -0.7948 -0.7557
-0.7230 0.1603 -0.4786
0.5312 -0.0765 0.2236
0.0842 -0.2358 0.1255
0.0995 0.0923 0.1612
-0.0749 -0.1590 0.1789
-0.0979 0.3936 -0.0402
0.2300 -0.1095 0.5712
-0.1598 0.1875 0.3354
0.3499 0.1892 -0.4451
0.0488 0.0776 -0.1099
-0.3035 0.2355 1.3889
-0.3793 0.2806 -0.4805
-0.1459 -0.0258 0.4724
-0.0860 -0.4200 0.1690
0.2239 -0.4579 -0.2614
-0.2456 0.0347 -0.1369
0.3553 0.1763 -0.4054
0.0503 0.2730 0.0596
-0.1721 0.0633 -0.2347
0.0899 -0.0180 -0.2486
0.2577 0.0926 -0.0251
0.3886 -0.1444 -0.3179
0.0168 0.5205 -0.5384
-0.5655 -0.3583 -0.0991
0.1092 0.6123 -0.6412
0.7995 -0.6538 1.0041
0.1107 -0.3096 -0.4436
0.0646 0.1981 0.3513
-0.4595 -0.2522 -0.4125
0.4914 0.0045 0.6036
-0.5138 0.0776 -0.2442
0.2155 0.0268 0.1494
0.0377 -0.1838 -0.1963
-0.2238 0.3593 0.4341

Output
Largest force on an atom: 6.13 eV/Å
Multiplicity: 1
Molar mass: 947.0 g/mol
ΔE to the lowest compared entry with this formula, charge and spin: 0.0 kcal/mol